Here is 15 unconnected molecules or ions with the total composition C66H150F18N9O22S4 in a non-equilibrium geometry from the Open Molecules 2025 dataset. Energies are from ωB97M-V/def2-TZVPD.

Gap between HOMO and LUMO in eV: 8.17
HOMO level in eV: -12.98
Spin multiplicity: 1
Total charge: +3
Total energy in a.u.: -8142.20186

XYZ file:
```
269
Properties=species:S:1:pos:R:3:lowdin_charge:R:1
C -7.1511 3.4628 2.3255 -0.0158
N -7.2690 2.6299 1.0992 -0.3448
C -8.5863 1.8621 1.1706 0.0496
C -7.3047 3.5025 -0.0376 -0.0231
C -6.2094 1.5411 1.0154 -0.0638
C -4.8339 2.0765 1.3651 -0.1854
O -4.3237 3.1060 0.5017 -0.0869
H -6.8375 2.8889 3.2284 0.1138
H -8.0544 4.0237 2.6231 0.1304
H -6.2997 4.1219 2.1682 0.0910
H -8.3255 1.1153 0.4273 0.0979
H -9.3502 2.5262 0.8111 0.1083
H -8.7739 1.3549 2.1134 0.1207
H -7.4640 2.9247 -0.9378 0.0924
H -6.3506 4.0373 -0.1987 0.1073
H -8.0894 4.2650 0.1325 0.1269
H -6.1860 1.0624 0.0392 0.1073
H -6.5325 0.7552 1.6899 0.1382
H -4.0569 1.3157 1.3373 0.1104
H -4.8779 2.4540 2.3838 0.0913
H -3.4861 3.2826 0.9024 0.0184
C -5.6661 -5.0071 -0.4225 0.0454
N -5.1984 -5.2550 -1.8489 -0.3715
C -5.4615 -6.7140 -2.1053 0.0115
C -5.9929 -4.4587 -2.7590 -0.0040
C -3.6850 -5.0877 -1.8905 -0.0830
C -3.2510 -3.6459 -1.8703 -0.2431
O -3.2743 -3.0120 -3.1066 -0.0445
H -5.2728 -4.0551 -0.1110 0.0778
H -5.1875 -5.7920 0.1411 0.0893
H -6.7351 -5.1371 -0.4920 0.1165
H -5.1255 -6.9508 -3.1109 0.1141
H -6.5209 -6.9131 -1.9741 0.1147
H -4.8284 -7.2295 -1.3771 0.1071
H -7.0493 -4.7759 -2.7883 0.1291
H -5.5061 -4.4750 -3.7449 0.1290
H -6.0601 -3.4217 -2.4070 0.0887
H -3.3172 -5.6100 -2.8066 0.1574
H -3.3298 -5.5827 -0.9833 0.1232
H -2.2183 -3.7862 -1.4503 0.1195
H -3.8166 -3.0544 -1.0693 0.1211
H -3.7797 -2.2043 -3.0588 0.0605
C 3.6548 7.0728 0.5308 0.0196
N 3.6727 5.6051 0.9512 -0.3233
C 3.6984 4.7338 -0.2283 0.0175
C 4.9893 5.3838 1.6929 0.0227
C 2.5278 5.2789 1.8976 -0.1005
C 1.1586 5.5570 1.3977 -0.2736
O 0.5097 4.5777 0.5970 -0.1544
H 3.2266 7.7328 1.3263 0.1289
H 3.0501 7.2298 -0.3305 0.0853
H 4.6727 7.3602 0.2891 0.1030
H 4.5343 5.0973 -0.7977 0.1108
H 2.7354 4.7831 -0.7387 0.1096
H 3.8755 3.7428 0.1937 0.0792
H 5.0866 6.0370 2.5153 0.1022
H 5.8201 5.6519 1.0052 0.1219
H 4.9989 4.3712 1.9580 0.0395
H 2.5833 5.8525 2.8206 0.1468
H 2.5781 4.2033 2.1756 0.1381
H 1.0468 6.5632 0.9265 0.1254
H 0.5493 5.7162 2.3021 0.1164
H -0.1714 4.0436 1.1966 0.0459
C 2.2171 1.4190 -4.8748 0.0073
N 0.8799 1.6946 -5.4465 -0.3276
C 0.4976 0.5677 -6.3599 0.0009
C -0.0988 1.6758 -4.2543 0.0245
C 0.8003 2.9424 -6.2844 -0.1020
C 0.4560 4.2396 -5.5287 -0.1799
O 1.5540 4.6868 -4.6512 -0.0706
H 2.9459 1.5417 -5.6563 0.1059
H 2.1275 0.3933 -4.5710 0.0709
H 2.4405 2.0892 -4.0203 0.1209
H 0.4275 -0.3843 -5.8132 0.0880
H 1.2258 0.3821 -7.1451 0.1204
H -0.5060 0.6916 -6.7623 0.1125
H -1.1111 1.8006 -4.6039 0.1093
H 0.1878 2.4776 -3.6150 0.0768
H 0.0559 0.6719 -3.8045 0.0995
H 0.0225 2.8512 -7.0294 0.1325
H 1.8064 3.0307 -6.7484 0.1511
H -0.4888 4.1446 -4.9406 0.1207
H 0.4230 4.9077 -6.3929 0.1285
H 2.1702 5.1202 -5.2236 0.0730
C -2.6595 4.5947 -1.4274 0.0152
N -2.4087 6.0951 -1.3483 -0.3212
C -2.2532 6.3157 0.1403 0.0200
C -1.0919 6.4403 -1.9870 0.0286
C -3.5998 6.8415 -1.8606 -0.1068
C -3.4067 8.3190 -2.0433 -0.2780
O -2.6573 8.6385 -3.1383 -0.0350
H -1.8245 4.0498 -0.9172 0.1089
H -2.7270 4.3262 -2.4650 0.0964
H -3.6223 4.4321 -0.9342 0.0850
H -3.1986 6.1022 0.6524 0.1220
H -2.0920 7.3736 0.2247 0.0966
H -1.5255 5.6745 0.5818 0.0605
H -0.9866 7.5084 -1.8595 0.0942
H -1.0713 6.2394 -3.0740 0.1143
H -0.3066 5.9067 -1.4357 0.0979
H -4.4152 6.7389 -1.1525 0.1377
H -3.9150 6.4067 -2.8294 0.1571
H -3.0060 8.7497 -1.0902 0.1397
H -4.4081 8.6690 -2.1662 0.1284
H -3.1018 9.2124 -3.7864 0.1281
C -0.8104 -5.0921 3.7221 0.0582
N -1.0626 -6.1338 2.6519 -0.3217
C -0.3198 -5.7045 1.4326 0.0015
C -0.4075 -7.3796 3.0684 0.0025
C -2.5129 -6.2477 2.2225 -0.1253
C -3.5482 -6.2085 3.2748 -0.2332
O -3.3259 -7.1592 4.3187 -0.0586
H -1.1787 -5.4833 4.6644 0.1169
H -1.2595 -4.2023 3.3661 0.0726
H 0.2508 -4.9720 3.7837 0.0775
H -0.6951 -4.7421 1.1096 0.0877
H -0.5401 -6.3211 0.5704 0.1103
H 0.7544 -5.7071 1.6956 0.0950
H -0.5676 -8.1486 2.2956 0.1227
H -0.8848 -7.7809 3.9595 0.1065
H 0.6568 -7.1841 3.2182 0.0956
H -2.5842 -7.1791 1.6872 0.1346
H -2.6725 -5.4513 1.5136 0.0948
H -4.4715 -6.5302 2.7561 0.1328
H -3.6037 -5.1602 3.6651 0.1316
H -3.8982 -7.0039 5.1023 0.1219
C 8.0011 -3.4614 5.6496 -0.0625
C 7.2336 -2.1245 6.0234 -0.1951
C 5.8902 -2.0147 5.3144 -0.1123
N 4.9937 -0.8350 5.6114 -0.2932
C 5.5894 0.4615 5.2568 0.0317
C 4.5821 -0.8756 7.0104 -0.1152
C 3.4409 0.0574 7.0772 -0.1658
C 2.8290 0.0306 5.7182 -0.1491
C 3.7464 -0.8181 4.8776 -0.1349
H 8.1699 -3.4766 4.5827 0.0631
H 7.4317 -4.3699 5.8964 0.0833
H 9.0157 -3.5154 6.0823 0.0821
H 7.7884 -1.2627 5.6767 0.0990
H 7.1782 -2.0736 7.1250 0.1121
H 5.2204 -2.8099 5.6237 0.1182
H 6.0420 -2.1011 4.2375 0.1415
H 5.8715 0.4436 4.1939 0.0999
H 6.4581 0.5850 5.9069 0.1193
H 4.8850 1.2591 5.4132 0.1019
H 5.4745 -0.7794 7.5894 0.1327
H 4.1668 -1.8909 7.1578 0.1636
H 3.7868 1.0717 7.3254 0.1262
H 2.7438 -0.2121 7.8945 0.1396
H 2.7076 1.0545 5.3174 0.1237
H 1.8346 -0.4857 5.6993 0.1408
H 3.9005 -0.4691 3.8704 0.1157
H 3.4015 -1.8563 4.8318 0.1235
C 8.5325 -3.0474 -4.9553 -0.0680
C 7.1187 -2.4470 -4.6327 -0.2103
C 6.7866 -2.7414 -3.1898 -0.1408
N 5.3294 -2.8781 -2.8933 -0.2868
C 4.7513 -4.0915 -3.5934 0.0638
C 4.5353 -1.6731 -3.2311 -0.0775
C 4.8061 -0.6678 -2.0122 -0.1065
C 5.0257 -1.5971 -0.8171 -0.1296
C 5.0538 -3.0193 -1.4341 -0.1002
H 9.3335 -2.6375 -4.3064 0.0887
H 8.8854 -2.7858 -5.9261 0.0660
H 8.5021 -4.1048 -4.7496 0.0756
H 6.4881 -3.0457 -5.3121 0.1011
H 6.8622 -1.3753 -4.8151 0.1209
H 7.2000 -1.9417 -2.5492 0.1534
H 7.2045 -3.7090 -2.8808 0.1373
H 5.4088 -4.8825 -3.2321 0.1226
H 4.8357 -3.8999 -4.6592 0.1027
H 3.7320 -4.1697 -3.2880 0.0743
H 3.4902 -1.9521 -3.1470 0.1009
H 4.7816 -1.1799 -4.1598 0.1226
H 3.9701 0.0063 -1.9047 0.0800
H 5.6702 -0.1044 -2.2428 0.0919
H 4.2127 -1.6363 -0.0997 0.0780
H 5.9222 -1.3639 -0.2317 0.1109
H 4.1191 -3.5180 -1.3416 0.0994
H 5.7970 -3.7267 -1.0112 0.1510
C -2.9091 0.7242 -2.3832 -0.0725
C -1.8133 1.0349 -1.3447 -0.2204
C -0.9922 -0.1755 -1.1381 -0.1238
N 0.2553 -0.0132 -0.2659 -0.2421
C 1.2514 0.8001 -0.9816 0.0147
C 0.8638 -1.2956 0.0231 -0.1248
C 1.5531 -1.1017 1.4075 -0.0718
C 1.0888 0.3840 1.9072 -0.0891
C -0.2123 0.6188 1.0784 -0.0373
H -3.5497 -0.0153 -1.9088 0.0354
H -2.6135 0.3207 -3.3401 0.0681
H -3.5690 1.5643 -2.5316 0.0762
H -2.2225 1.4540 -0.4098 0.1061
H -1.2335 1.8501 -1.8151 0.0763
H -0.6513 -0.6778 -2.0280 0.1212
H -1.6744 -0.8074 -0.5730 0.0986
H 0.7589 1.7361 -1.2522 0.0952
H 1.4925 0.2853 -1.8926 0.0801
H 2.1586 1.0213 -0.4031 0.0800
H 1.4044 -1.6826 -0.8412 0.1236
H 0.0016 -1.9675 0.2091 0.1084
H 2.6469 -1.0001 1.2653 0.0813
H 1.3331 -1.9222 2.1136 0.0993
H 1.8767 1.0797 1.6114 0.0747
H 0.9461 0.4755 2.9794 0.0979
H -0.4947 1.6773 0.8986 0.1170
H -1.0236 -0.0197 1.4255 0.0971
C 0.6719 -2.7712 -4.1628 -0.4801
O -0.6350 -2.3935 -4.6483 -0.1276
O 1.2163 -1.6332 -3.7667 -0.1948
C 0.4955 -3.8217 -2.9646 -0.4094
F -0.2442 -4.8996 -3.2560 0.1404
F 1.7636 -4.1257 -2.4664 0.0599
F -0.0893 -3.3169 -1.7810 0.0457
C -1.5357 -3.3154 -5.3096 -0.2780
C -2.4279 -2.5232 -6.2204 -0.0601
H -2.9988 -3.1444 -6.8923 0.0812
H -3.1023 -1.8602 -5.6630 0.0664
H -1.7646 -1.8716 -6.7575 0.0577
H -2.1694 -3.8275 -4.5849 0.0735
H -0.9520 -4.1184 -5.8568 0.1372
H 1.1776 -3.2837 -5.0266 0.1568
C -1.8783 3.2751 2.9132 -0.4290
O -2.9231 4.0503 3.5179 -0.0685
O -1.5935 3.6449 1.6420 -0.2014
C -0.6212 3.5095 3.7901 -0.4850
F 0.5538 3.0478 3.1711 0.0835
F -0.4172 4.8250 4.1104 0.1281
F -0.7456 2.8013 4.8961 0.1585
C -3.5038 3.2889 4.5931 -0.2609
C -4.7909 3.9468 4.9172 -0.0681
H -4.5494 4.8841 5.4206 0.0928
H -5.3653 4.2875 4.0567 0.0488
H -5.4508 3.4155 5.5697 0.0816
H -2.8731 3.3559 5.4749 0.1189
H -3.5879 2.2123 4.3087 0.1210
H -2.1563 2.1902 2.9347 0.1373
C -6.1744 0.0313 -4.2045 -0.5954
F -4.8162 -0.2842 -4.3185 0.0328
F -6.4289 1.3140 -4.5835 0.1168
F -6.7687 -0.8349 -4.9932 0.1475
S -6.5624 -0.3580 -2.4610 0.5192
O -6.9491 0.9925 -2.0715 -0.3310
O -7.6036 -1.3459 -2.5825 -0.2929
O -5.2732 -0.8798 -1.9380 -0.3575
C 4.1569 -4.1831 1.7476 -0.6765
F 5.0101 -3.1810 1.8559 0.1459
F 3.1388 -3.7594 0.9120 0.0688
F 4.7647 -5.2131 1.1945 0.1469
S 3.3908 -4.7646 3.2711 0.5208
O 2.4158 -3.6929 3.5883 -0.3585
O 2.6528 -5.9469 2.8146 -0.3309
O 4.5574 -4.9090 4.1426 -0.3046
C -3.3181 -1.1644 3.1506 -0.6426
F -2.3864 -0.1779 3.2488 0.0943
F -3.3758 -1.7806 4.2760 0.1955
F -4.5710 -0.5694 2.9986 0.0604
S -2.9976 -2.1185 1.6366 0.4951
O -1.6146 -2.3869 1.9422 -0.3059
O -3.8115 -3.3277 1.6205 -0.3023
O -3.3056 -1.0764 0.6541 -0.2991
C 6.6140 1.9929 0.9189 -0.6903
F 7.4116 2.0702 1.9624 0.1661
F 6.5621 3.1829 0.2799 0.1084
F 7.1412 1.1478 0.0496 0.1387
S 4.9454 1.3859 1.3675 0.5146
O 5.3510 0.0550 1.9189 -0.3283
O 4.4843 2.4239 2.3057 -0.3338
O 4.2140 1.3190 0.1372 -0.3098
```


Here is a gas-phase ion, C2H10N4S (charge +2) in a non-equilibrium geometry from the Open Molecules 2025 dataset. Energies are from ωB97M-V/def2-TZVPD.

<S²>: 2.0084
Gap between HOMO and LUMO (alpha / beta) in eV: 8.19 / 7.70
HOMO level (alpha / beta) in eV: -15.40 / -19.36
Spin multiplicity: 3
Total charge: +2
Total energy in a.u.: -698.51232

XYZ file:
```
17
Properties=species:S:1:pos:R:3:lowdin_spin:R:1
C 0.2398 0.5492 0.1544 0.5441
C -1.6364 -1.0479 0.1167 0.0318
N 1.1031 -0.7756 0.5054 0.0366
N -1.0417 0.3100 0.1072 0.5132
N 2.2205 -0.8126 -0.4036 0.0167
N -1.9343 1.3130 -0.0888 0.4430
S 1.3843 1.8520 0.0143 0.3211
H -2.4677 -0.8384 0.7065 0.0033
H -1.8167 -1.4112 -0.8457 0.0142
H -0.9271 -1.7439 0.7157 0.0070
H 1.4589 -0.5899 1.5265 0.0122
H 2.4269 -1.8716 -0.4316 0.0001
H 3.1200 -0.3712 -0.2400 0.0014
H 1.7484 -0.6307 -1.2304 0.0034
H -1.6473 2.1475 0.2501 0.0189
H -2.9478 1.1862 -0.0487 0.0130
H 0.7172 2.7350 -0.8077 0.0200
```


Here is a molecular structure, C2H7N2OS in a non-equilibrium geometry from the Open Molecules 2025 dataset. Energies are from ωB97M-V/def2-TZVPD.

Gap between HOMO and LUMO in eV: 9.31
HOMO level in eV: -14.21
Spin multiplicity: 1
Total charge: +1
Total energy in a.u.: -663.00325

XYZ file:
```
13
Properties=species:S:1:pos:R:3:lowdin_charge:R:1
C 0.7303 -0.8524 1.3244 -0.7619
C -0.1729 -1.3462 -0.8340 -0.0624
N -0.5534 2.0148 -0.3336 0.1402
N 0.1635 -0.4671 0.2526 -0.0115
O 1.3427 -0.3105 2.3320 -0.1724
S 1.3892 -2.0805 2.2475 1.1278
H 0.2668 -0.7806 -1.7087 0.1169
H 0.3733 -2.2326 -0.8402 0.0648
H -1.2006 -1.6191 -1.1233 0.1085
H -0.0206 0.8446 0.0847 0.1374
H 0.0443 2.8418 -0.2377 0.1180
H -1.4744 2.2176 0.0734 0.1147
H -0.8882 1.7704 -1.2371 0.0799
```


Here is a molecular structure, C3H6OS in a non-equilibrium geometry from the Open Molecules 2025 dataset. Energies are from ωB97M-V/def2-TZVPD.

Gap between HOMO and LUMO in eV: 10.15
HOMO level in eV: -9.51
Spin multiplicity: 1
Total energy in a.u.: -591.21130

XYZ file:
```
11
Properties=species:S:1:pos:R:3:lowdin_charge:R:1
C -1.4017 0.8549 -0.8645 -0.2100
C -0.4140 -0.0325 0.0364 -0.5669
C 2.0134 -0.7538 1.0206 -0.6683
H -1.8118 -0.1731 -1.6410 0.1366
H -0.5649 1.5075 -1.4178 0.0839
H -2.3950 1.3700 -0.3893 0.0944
H -0.3467 -0.7142 -0.9455 0.0843
H -0.9345 -0.5195 0.9301 0.0787
H 1.5675 -1.7429 1.1811 0.1019
O 3.0775 -0.5246 1.4383 -0.0507
S 1.2104 0.7283 0.6514 0.9163
```


Here is 2 unconnected molecules or ions with the total composition C6H15N2 in a non-equilibrium geometry from the Open Molecules 2025 dataset. Energies are from ωB97M-V/def2-TZVPD.

Gap between HOMO and LUMO in eV: 10.37
HOMO level in eV: -14.34
Spin multiplicity: 1
Total charge: +1
Total energy in a.u.: -346.82588

XYZ file:
```
23
Properties=species:S:1:pos:R:3:lowdin_charge:R:1
C 1.8567 0.9946 0.1373 -0.0519
C 0.7143 2.8274 -1.4084 -0.0113
C 0.0468 0.2937 -1.4431 -0.0727
C -1.9782 -3.0996 0.9060 -0.0621
C 0.7096 1.4217 -0.6720 -0.3714
C -0.7317 -2.3138 1.3054 -0.2397
N 1.7775 0.0901 1.0106 0.1993
N -0.7138 -1.0727 1.4124 0.0514
H 1.4451 2.8950 -2.1699 0.0676
H -0.1591 3.1051 -1.9245 0.0732
H 1.0724 3.5007 -0.6341 0.0836
H -1.0937 0.4211 -1.5634 0.1230
H 0.2284 -0.6730 -0.9612 0.0554
H 0.4536 0.3701 -2.4800 0.0993
H -2.6681 -2.5317 0.3270 0.0569
H -2.6466 -3.4999 1.7939 0.1283
H -1.7358 -4.0104 0.3437 0.0757
H -0.0769 1.4545 0.1384 0.1513
H 0.2888 -2.7773 1.1079 0.1345
H 0.8160 -0.4279 1.1532 0.0813
H 2.5161 -0.1344 1.7210 0.1792
H -1.5942 -0.5919 1.5574 0.0980
H 2.8063 1.4489 -0.0458 0.1511
```


Here is a gas-phase ion, C3H5N3 (charge +2) in a non-equilibrium geometry from the Open Molecules 2025 dataset. Energies are from ωB97M-V/def2-TZVPD.

Gap between HOMO and LUMO in eV: 8.39
HOMO level in eV: -21.70
Spin multiplicity: 1
Total charge: +2
Total energy in a.u.: -280.78282

XYZ file:
```
11
Properties=species:S:1:pos:R:3:lowdin_charge:R:1
C -1.4001 0.9436 0.1756 0.1938
C 0.0115 0.5724 1.8885 0.1567
C -0.1062 0.0027 -0.2610 -0.0698
N -1.1639 1.1938 1.4335 0.1614
N 0.5078 -0.2105 0.9455 0.2094
N 0.2891 -0.4593 -1.4041 0.3680
H -2.2808 1.3195 -0.3910 0.1811
H 0.1884 0.6592 2.9479 0.1954
H 1.2628 -0.8326 1.1039 0.2008
H -0.1826 -0.2067 -2.2691 0.1894
H 1.0268 -1.1137 -1.7224 0.2139
```


Among the records above, which one has the lowest total energy?
C66H150F18N9O22S4


Copy entry 3 word for word.
Here is a molecular structure, C2H7N2OS in a non-equilibrium geometry from the Open Molecules 2025 dataset. Energies are from ωB97M-V/def2-TZVPD.

Gap between HOMO and LUMO in eV: 9.31
HOMO level in eV: -14.21
Spin multiplicity: 1
Total charge: +1
Total energy in a.u.: -663.00325

XYZ file:
```
13
Properties=species:S:1:pos:R:3:lowdin_charge:R:1
C 0.7303 -0.8524 1.3244 -0.7619
C -0.1729 -1.3462 -0.8340 -0.0624
N -0.5534 2.0148 -0.3336 0.1402
N 0.1635 -0.4671 0.2526 -0.0115
O 1.3427 -0.3105 2.3320 -0.1724
S 1.3892 -2.0805 2.2475 1.1278
H 0.2668 -0.7806 -1.7087 0.1169
H 0.3733 -2.2326 -0.8402 0.0648
H -1.2006 -1.6191 -1.1233 0.1085
H -0.0206 0.8446 0.0847 0.1374
H 0.0443 2.8418 -0.2377 0.1180
H -1.4744 2.2176 0.0734 0.1147
H -0.8882 1.7704 -1.2371 0.0799
```